Entry 1:
C12H21NO4 | ωB97M-V with the def2-TZVPD basis set

Geometry as XYZ:
```
38
C12H21NO4 | the Open Molecules 2025 dataset | ωB97M-V with the def2-TZVPD basis set
C 4.981 -0.520 0.158
C 3.810 -0.003 0.991
C 3.048 1.143 0.267
C 3.482 2.481 0.874
C 1.556 0.924 0.372
C 0.582 1.696 -0.492
C -0.748 1.102 0.084
C -0.400 0.764 1.531
O -1.115 0.246 2.380
N 0.930 1.130 1.688
H 5.662 0.305 -0.036
H 5.503 -1.317 0.676
H 4.619 -0.884 -0.800
H 3.115 -0.804 1.236
H 4.207 0.365 1.936
H 3.354 1.105 -0.776
H 2.948 3.328 0.452
H 3.325 2.472 1.948
H 4.545 2.614 0.686
H 1.381 -0.135 0.124
H 0.648 1.525 -1.558
H 0.546 2.740 -0.194
H -1.612 1.752 -0.008
H -0.978 0.209 -0.497
H 1.392 0.770 2.510
C -3.303 -1.589 0.385
C -3.950 -1.334 -0.967
C -5.397 -1.751 -1.100
O -5.508 -2.039 -2.500
C -4.280 -2.403 -2.945
O -4.060 -2.888 -4.003
O -3.342 -2.135 -2.004
H -2.437 -2.239 0.280
H -2.963 -0.659 0.836
H -3.996 -2.051 1.088
H -3.827 -0.288 -1.260
H -6.102 -0.972 -0.822
H -5.619 -2.662 -0.539
```

Results
- E_tot: -22465.3894 eV
- Max |F|: 1.68 eV Å⁻¹
- Charge: 0
- Structure (SMILES): CC[C@H](C)[C@@H]1CCC(=O)N1.C[C@@H]1COC(=O)O1

***

Entry 2:
C12H22BClFeN4O7PS2Se4Te | ωB97M-V with the def2-TZVPD basis set

Geometry as XYZ:
```
56
C12H22BClFeN4O7PS2Se4Te | the Open Molecules 2025 dataset | ωB97M-V with the def2-TZVPD basis set
Fe 0.138 -0.351 0.973
Se 0.581 1.870 1.140
Se 0.495 4.163 1.102
Se -2.511 2.981 2.930
Se -1.201 1.208 2.348
O -0.045 -2.109 4.770
Cl 0.600 -2.079 3.445
O 2.023 -2.409 3.586
O 0.516 -0.620 2.990
O 0.486 -2.367 0.803
C -3.990 -0.653 3.482
N -4.206 -0.172 2.152
C -5.156 0.744 1.787
C -4.990 0.979 0.466
N -3.953 0.219 0.007
B -3.445 0.195 -1.456
N -2.474 1.404 -1.627
C -2.874 2.698 -1.800
C -1.785 3.468 -2.031
N -0.696 2.642 -1.994
C 0.657 3.039 -2.245
C -1.139 1.387 -1.724
S -0.084 0.061 -1.514
C -3.464 -0.468 1.051
S -2.135 -1.532 1.075
H -4.384 0.080 4.183
H -2.921 -0.770 3.674
H -4.465 -1.627 3.627
H -5.823 1.176 2.503
H -5.523 1.643 -0.184
H -2.875 -0.823 -1.679
H -4.381 0.386 -2.184
H -3.906 2.971 -1.729
H -1.672 4.526 -2.157
H 0.732 4.112 -2.075
H 0.953 2.776 -3.267
H 1.337 2.539 -1.550
C 4.079 -3.792 1.410
C 4.628 -2.979 0.253
O 4.291 -1.618 0.337
P 2.895 -1.006 -0.226
O 2.364 -0.079 0.781
Te 1.301 -2.746 -0.843
O 3.420 -0.066 -1.435
C 3.880 -0.622 -2.638
C 3.710 0.413 -3.742
H 4.442 -4.815 1.342
H 2.990 -3.792 1.390
H 4.368 -3.351 2.357
H 4.247 -3.391 -0.699
H 5.725 -3.008 0.236
H 3.302 -1.532 -2.876
H 4.937 -0.911 -2.524
H 2.659 0.674 -3.830
H 4.077 0.024 -4.691
H 4.261 1.314 -3.483
```

Results
- E_tot: -380317.0703 eV
- Max |F|: 4.68 eV Å⁻¹
- Multiplicity: 6
- Charge: -2
- ⟨S²⟩: 8.785

***

Entry 3:
C12H22BrNO3PS | ωB97M-V with the def2-TZVPD basis set

Geometry as XYZ:
```
41
C12H22BrNO3PS | the Open Molecules 2025 dataset | ωB97M-V with the def2-TZVPD basis set
C 3.232 -0.507 1.663
C 3.234 -0.865 0.177
C 3.852 0.281 -0.655
C 1.888 -1.358 -0.383
C 0.603 -0.527 -0.223
C -0.530 -1.228 -1.023
C -1.599 -0.319 -1.663
C -3.022 -0.867 -1.444
C -3.753 -0.180 -0.307
O -3.282 -0.759 0.936
C -4.193 -0.742 1.961
O -4.581 -1.725 2.488
C 0.080 -0.368 1.235
S 0.100 1.406 1.675
C 0.530 1.851 0.104
P 0.716 3.616 -0.509
O 0.488 4.441 0.854
Br -1.277 3.658 -1.474
N 0.812 0.862 -0.685
H 4.244 -0.249 1.976
H 2.616 0.371 1.870
H 2.893 -1.338 2.284
H 3.903 -1.722 0.079
H 3.322 0.471 -1.591
H 3.912 1.209 -0.082
H 4.874 0.034 -0.941
H 1.651 -2.352 0.007
H 2.029 -1.491 -1.461
H -0.068 -1.847 -1.793
H -1.007 -1.919 -0.327
H -1.407 -0.242 -2.733
H -1.563 0.690 -1.245
H -3.626 -0.764 -2.345
H -2.972 -1.931 -1.207
H -4.832 -0.301 -0.401
H -3.532 0.894 -0.288
H -4.465 0.274 2.298
H -0.967 -0.659 1.310
H 0.646 -0.919 1.980
H -0.164 4.099 1.483
H 1.217 1.020 -1.600
```

Results
- E_tot: -110594.4459 eV
- Max |F|: 0.57 eV Å⁻¹
- Charge: +1

***

Entry 4:
C12H22ClCuF4N6O8S4 | ωB97M-V with the def2-TZVPD basis set

Geometry as XYZ:
```
58
C12H22ClCuF4N6O8S4 | the Open Molecules 2025 dataset | ωB97M-V with the def2-TZVPD basis set
Cu -1.794 0.987 1.120
C 3.290 0.265 -0.602
C 2.899 -0.738 0.488
N 2.775 -0.131 1.796
C 3.693 -0.232 2.810
C 3.298 0.593 3.832
N 2.170 1.219 3.415
C 1.892 0.830 2.177
C 1.278 2.137 4.220
H 4.038 0.899 -0.118
H 2.483 0.938 -0.901
H 3.653 -0.169 -1.530
H 3.794 -1.359 0.515
H 2.035 -1.288 0.130
H 4.570 -0.844 2.681
H 3.723 0.769 4.805
H 0.915 1.030 1.767
H 0.265 1.985 3.863
H 1.609 3.166 4.123
H 1.333 1.814 5.257
C -1.423 -2.088 -6.883
C -1.983 -2.831 -5.705
N -1.902 -2.167 -4.413
C -2.708 -2.526 -3.352
C -2.325 -1.837 -2.241
N -1.249 -1.083 -2.623
C -0.953 -1.367 -3.891
C -0.499 -0.227 -1.744
H -1.602 -2.719 -7.753
H -0.351 -1.894 -6.826
H -1.885 -1.120 -7.083
H -1.344 -3.714 -5.602
H -2.975 -3.221 -5.921
H -3.558 -3.156 -3.550
H -2.782 -1.780 -1.266
H -0.080 -1.061 -4.442
H 0.158 -0.889 -1.176
H -1.234 0.260 -1.115
H 0.237 0.470 -2.140
Cl -3.725 1.195 -0.996
N -1.299 -0.903 2.074
S -1.021 -2.393 1.793
O -2.069 -3.114 1.141
O -0.087 -3.179 2.567
F 0.037 -2.117 0.598
S -1.609 -1.111 3.720
O -0.475 -1.485 4.514
O -2.930 -1.525 4.095
F -1.665 0.482 3.971
N -0.712 2.897 1.408
S -1.420 3.918 2.323
O -2.485 4.710 1.800
O -0.696 4.440 3.467
F -2.202 2.807 3.254
S 0.406 4.077 0.854
O 1.631 4.159 1.587
O -0.099 5.143 0.021
F 0.959 3.077 -0.312
```

Results
- E_tot: -149490.0178 eV
- Max |F|: 9.23 eV Å⁻¹
- Charge: 0

***

Entry 5:
C12H22ClF3NO2P | ωB97M-V with the def2-TZVPD basis set

Geometry as XYZ:
```
42
C12H22ClF3NO2P | the Open Molecules 2025 dataset | ωB97M-V with the def2-TZVPD basis set
C 0.889 -3.669 -0.236
C 0.703 -2.173 0.023
C 1.503 -1.254 -0.897
Cl 3.244 -1.729 -0.980
C 1.441 0.267 -0.567
C 2.356 0.602 0.615
O 1.870 1.813 1.209
C 2.553 2.301 2.269
F 3.212 1.354 2.942
F 3.462 3.206 1.874
F 1.720 2.898 3.083
C 1.822 1.004 -1.885
N 0.522 0.933 -2.606
C -0.480 0.788 -1.793
C -0.019 0.812 -0.389
P -1.138 0.287 1.034
C -1.727 1.964 1.462
C -2.595 -0.380 0.146
C -2.922 -1.853 0.472
H 1.939 -3.950 -0.340
H 0.477 -4.242 0.602
H 0.345 -3.985 -1.133
H 0.871 -1.916 1.071
H -0.349 -1.936 -0.186
H 1.149 -1.420 -1.921
H 2.339 -0.216 1.340
H 3.383 0.768 0.272
H 2.094 2.054 -1.722
H 2.561 0.454 -2.469
H 0.440 0.971 -3.614
H -1.507 0.684 -2.147
H 0.096 1.906 -0.261
H -2.295 2.416 0.639
H -2.366 1.888 2.344
H -0.858 2.590 1.702
H -2.544 -0.209 -0.926
H -3.397 0.286 0.481
H -2.657 -2.524 -0.353
H -2.369 -2.195 1.358
H -3.987 -1.958 0.693
O -4.500 1.540 -0.361
H -5.282 1.825 -0.845
```

Results
- E_tot: -48346.1894 eV
- Max |F|: 0.85 eV Å⁻¹
- Charge: 0

***

Entry 6:
C12H22CrN7O2S2 | ωB97M-V with the def2-TZVPD basis set

Geometry as XYZ:
```
46
C12H22CrN7O2S2 | the Open Molecules 2025 dataset | ωB97M-V with the def2-TZVPD basis set
Cr -1.017 -0.189 -0.149
N 2.482 -0.624 0.613
C 2.780 0.781 1.101
C 2.098 0.998 2.450
C 0.615 1.380 2.373
N -0.300 0.288 1.901
C 0.430 2.612 1.489
C 0.977 2.429 0.074
N 0.002 1.656 -0.766
C 2.410 1.869 0.085
H 2.844 -1.318 1.269
H 2.875 -0.820 -0.309
H 1.484 -0.767 0.535
H 3.861 0.789 1.221
H 2.600 1.835 2.938
H 2.258 0.134 3.106
H 0.317 1.644 3.387
H -1.247 0.596 2.136
H -0.179 -0.547 2.475
H 0.953 3.447 1.958
H -0.626 2.892 1.449
H 1.058 3.417 -0.378
H 0.405 1.527 -1.692
H -0.796 2.278 -0.909
H 3.039 2.719 0.355
H 2.728 1.582 -0.925
C 2.231 -2.461 -3.157
O 0.831 -2.197 -3.419
C 0.134 -1.550 -2.537
O 0.571 -1.121 -1.447
N -1.141 -1.374 -2.913
N -1.991 -0.695 -2.036
H 2.613 -2.899 -4.070
H 2.328 -3.167 -2.336
H 2.753 -1.531 -2.946
H -1.479 -1.764 -3.781
H -2.768 -1.302 -1.777
H -2.387 0.125 -2.490
S -3.011 0.851 0.397
C -4.020 -0.555 0.732
C -5.420 -0.276 0.839
N -6.536 0.001 0.888
C -3.524 -1.796 0.885
S -1.822 -2.189 0.712
C -4.381 -2.900 1.198
N -5.033 -3.808 1.472
```

Results
- E_tot: -77405.0506 eV
- Max |F|: 0.53 eV Å⁻¹
- Multiplicity: 4
- Charge: +2
- ⟨S²⟩: 3.845

***

Entry 7:
C12H22F3O6RuS5 | ωB97M-V with the def2-TZVPD basis set

Geometry as XYZ:
```
49
C12H22F3O6RuS5 | the Open Molecules 2025 dataset | ωB97M-V with the def2-TZVPD basis set
Ru -0.303 -0.071 0.597
C -1.717 0.282 -3.063
C -2.262 1.627 -2.596
S -2.277 1.849 -0.798
C -3.883 1.222 -0.293
C -4.069 -0.283 -0.394
S -2.828 -1.204 0.578
C -2.571 -2.550 -0.611
C -1.413 -3.438 -0.215
S 0.200 -2.632 -0.133
C 0.790 -2.665 -1.845
C 0.047 -1.800 -2.852
S -0.102 -0.076 -2.298
H -1.576 0.290 -4.145
H -2.404 -0.525 -2.808
H -3.272 1.794 -2.974
H -1.617 2.429 -2.955
H -4.654 1.739 -0.864
H -3.947 1.546 0.747
H -4.027 -0.618 -1.430
H -5.047 -0.545 0.012
H -2.417 -2.103 -1.589
H -3.489 -3.141 -0.628
H -1.333 -4.281 -0.904
H -1.564 -3.824 0.793
H 0.802 -3.701 -2.187
H 1.813 -2.312 -1.733
H -0.956 -2.181 -3.044
H 0.598 -1.797 -3.792
C -0.388 -1.079 3.377
O -0.586 -1.484 2.040
H -0.638 -1.933 4.015
H -1.034 -0.248 3.665
H 0.649 -0.800 3.576
F 4.518 0.841 0.263
C 4.012 -0.226 0.897
F 4.466 -0.210 2.152
F 4.502 -1.323 0.302
C 2.470 -0.206 0.828
O 1.977 -0.526 -0.268
O 1.841 0.118 1.847
C 0.753 2.709 3.058
S -0.407 2.534 1.733
O -1.101 3.779 1.584
O -1.300 1.375 2.062
O 0.376 2.123 0.542
H 0.326 3.384 3.795
H 1.665 3.116 2.629
H 0.945 1.722 3.469
```

Results
- E_tot: -89994.7587 eV
- Max |F|: 4.14 eV Å⁻¹
- Multiplicity: 2
- Charge: 0
- ⟨S²⟩: 0.775

***

Entry 8:
C12H22F6N2O3S2SbTi | ωB97M-V with the def2-TZVPD basis set

Geometry as XYZ:
```
49
C12H22F6N2O3S2SbTi | the Open Molecules 2025 dataset | ωB97M-V with the def2-TZVPD basis set
Ti -0.255 0.556 -1.165
C 1.041 -3.887 -1.840
N 1.570 -3.304 -0.608
C 2.872 -3.807 -0.192
C 1.044 -2.165 -0.137
O 0.083 -1.620 -0.699
C 1.657 -1.557 1.120
O 0.845 -0.580 1.707
C -0.384 -1.011 2.213
C -1.508 -0.200 1.584
O -1.275 0.571 0.645
N -2.731 -0.324 2.091
C -2.996 -1.105 3.289
C -3.823 0.476 1.540
H 1.007 -4.970 -1.723
H 1.680 -3.635 -2.687
H 0.040 -3.508 -2.016
H 2.899 -4.880 -0.372
H 3.050 -3.641 0.866
H 3.673 -3.339 -0.769
H 2.582 -1.051 0.841
H 1.892 -2.346 1.842
H -0.401 -0.852 3.297
H -0.571 -2.076 2.035
H -2.539 -2.092 3.230
H -4.070 -1.243 3.374
H -2.644 -0.597 4.189
H -3.559 0.801 0.540
H -4.004 1.354 2.162
H -4.722 -0.137 1.501
C 1.563 3.450 -0.166
C 0.318 3.554 0.664
S 0.281 3.052 2.204
C -0.878 4.203 0.005
C -0.583 5.119 -1.143
S -2.400 3.906 0.474
H 2.289 2.812 0.325
H 1.993 4.448 -0.294
H 1.346 3.051 -1.158
H 0.224 5.814 -0.902
H -1.475 5.670 -1.424
H -0.259 4.512 -1.994
F 1.558 0.609 -0.708
Sb 1.146 -0.428 -3.920
F -0.066 2.000 -2.352
F -1.713 -0.140 -2.065
F 1.332 -0.213 -5.803
F 2.281 -1.984 -4.038
F 2.590 0.731 -3.562
```

Results
- E_tot: -89558.7554 eV
- Max |F|: 0.90 eV Å⁻¹
- Multiplicity: 2
- Charge: 0
- ⟨S²⟩: 0.752

***

Entry 9:
C12H22F8K2NO16PS2 | ωB97M-V with the def2-TZVPD basis set

Geometry as XYZ:
```
64
C12H22F8K2NO16PS2 | the Open Molecules 2025 dataset | ωB97M-V with the def2-TZVPD basis set
K -0.730 4.881 6.067
K -2.182 6.846 -2.291
N -0.906 5.078 -6.127
S -0.141 3.609 -5.989
O 0.905 3.475 -4.990
O -0.019 2.734 -7.123
F -1.398 2.992 -5.234
S -0.009 5.561 -7.206
O -0.461 5.212 -8.515
O 1.386 5.638 -6.898
F -0.511 7.126 -7.299
P -0.342 2.453 1.533
F 0.327 3.878 1.596
F -1.724 3.081 2.063
F -0.870 2.747 0.021
F -1.145 1.062 1.476
F 0.961 1.793 0.781
F 0.094 1.963 2.995
C -3.339 -2.568 -1.887
C -4.522 -1.702 -1.689
O -5.517 -2.549 -2.020
C -5.118 -3.564 -2.643
O -5.726 -4.411 -3.209
O -3.848 -3.555 -2.813
H -3.053 -2.915 -0.894
H -2.487 -2.093 -2.374
H -4.419 -0.836 -2.343
H -4.754 -1.439 -0.657
C -6.941 0.998 5.102
O -7.690 1.446 6.225
C -7.183 1.188 7.408
O -6.054 0.779 7.636
O -7.977 1.675 8.341
C -9.322 1.997 8.061
H -6.931 -0.074 4.902
H -5.913 1.327 5.250
H -7.235 1.418 4.140
H -9.891 1.392 7.356
H -9.520 3.052 7.868
H -9.895 1.774 8.962
C 3.258 -3.785 -2.217
O 3.515 -4.962 -1.431
C 4.307 -5.923 -1.874
O 4.366 -7.020 -1.299
O 5.147 -5.455 -2.839
C 6.477 -5.898 -3.039
H 4.148 -3.197 -2.438
H 2.682 -3.000 -1.728
H 2.915 -4.039 -3.220
H 6.484 -6.975 -3.205
H 7.035 -5.640 -2.139
H 6.884 -5.453 -3.946
C 5.364 -0.692 2.491
O 6.553 -0.919 1.798
C 7.146 0.087 1.156
O 6.691 1.194 0.869
O 8.369 -0.351 0.807
C 9.183 0.417 -0.112
H 5.281 -1.525 3.190
H 4.508 -0.773 1.821
H 5.347 0.310 2.918
H 9.775 1.191 0.376
H 8.736 1.081 -0.852
H 9.929 -0.145 -0.673
```

Results
- E_tot: -132400.3967 eV
- Max |F|: 9.06 eV Å⁻¹
- Charge: 0

***

Entry 10:
C12H22N2O4 | ωB97M-V with the def2-TZVPD basis set

Geometry as XYZ:
```
40
C12H22N2O4 | the Open Molecules 2025 dataset | ωB97M-V with the def2-TZVPD basis set
C -0.197 -2.356 1.959
C 0.253 -2.208 0.511
C 1.744 -1.892 0.400
C 2.137 -1.575 -1.040
C 3.618 -1.249 -1.232
C 4.152 -0.053 -0.440
H 5.201 0.080 -0.712
H 4.117 -0.260 0.630
C 3.400 1.262 -0.703
C 2.259 1.424 0.274
O 2.392 1.427 1.484
N 1.039 1.622 -0.282
H 0.797 1.460 -1.252
N -0.083 1.631 0.552
C -1.281 1.236 0.063
O -1.449 1.038 -1.125
C -2.368 1.124 1.114
H -2.133 0.267 1.750
H -2.388 2.025 1.728
C -3.712 0.891 0.431
C -3.660 -0.397 -0.363
O -3.075 -1.390 -0.026
O -4.389 -0.324 -1.477
H -4.319 -1.148 -1.983
H -3.957 1.705 -0.249
H -4.504 0.798 1.176
H 0.182 1.610 1.530
H 4.082 2.097 -0.529
H 3.047 1.310 -1.733
H 3.792 -1.066 -2.297
H 4.209 -2.124 -0.952
H 1.899 -2.441 -1.664
H 1.525 -0.748 -1.405
H 2.325 -2.745 0.757
H 1.975 -1.046 1.048
H 0.033 -3.130 -0.031
H -0.328 -1.414 0.038
H 0.301 -3.200 2.432
H -1.271 -2.518 1.997
H 0.043 -1.460 2.528
```

Results
- E_tot: -23972.4192 eV
- Max |F|: 0.80 eV Å⁻¹
- Charge: 0
- Structure (SMILES): CCCCCCCC(=O)NNC(=O)CCC(=O)O